10
Properties=species:S:1:pos:R:3:forces:R:3 method="wB97M-V/def2-TZVPD" energy_ha=-446.78255 homo_energy_ev=-10.24 relative_energy_kcal_mol=119.3 smiles="[H]/N=c1/nn[nH]oc1=O"
C 0.6204 -0.7675 0.0486 3.87 1.96 0.03
C 0.5728 0.7826 -0.0069 -0.58 -0.29 -0.33
H 2.5154 -0.6319 0.4163 -1.38 -0.94 -0.14
H -2.5104 0.7615 0.0948 -1.61 0.83 -0.52
N 1.7495 -1.3494 0.2317 -0.55 1.23 -0.01
N -0.4910 -1.4393 -0.3593 -2.37 -0.21 0.84
N -1.5787 -0.8722 -0.1079 -0.43 -0.11 -0.39
N -1.6519 0.4319 0.4214 1.89 -2.30 0.06
O -0.6931 1.3249 -0.1005 0.95 -0.25 0.30
O 1.5233 1.4729 -0.1572 0.22 0.08 0.16

---

28
Properties=species:S:1:pos:R:3:forces:R:3 method="wB97M-V/def2-TZVPD" energy_ha=-673.09942 homo_energy_ev=-12.43 charge=+1 relative_energy_kcal_mol=0.0 smiles="CO[C@H]1[NH+]=CNC(C2CC2)=C1B(O)O"
B -0.7244 -2.0150 -0.3211 -2.59 1.53 -0.34
C -0.0288 2.3543 -0.5295 0.15 -2.28 -1.10
C -0.3206 -0.4960 -0.4394 4.24 3.15 -1.75
C 0.9329 0.1964 -0.4936 -1.78 -4.02 2.56
C 3.5089 0.0648 -0.3508 -0.65 0.20 1.64
C 2.9696 0.1083 1.0817 0.64 -1.84 -0.71
C -1.4868 0.3927 -0.5386 -1.46 0.63 0.11
C 2.1848 -0.5478 -0.0876 0.11 -0.93 0.17
C -3.3694 0.3862 0.9983 -1.25 0.93 -3.41
N 1.0343 1.5950 -0.3644 -3.42 -2.22 -0.94
N -1.2019 1.8215 -0.8818 2.77 1.55 0.10
O 0.1210 -2.9654 -0.0793 2.26 -2.75 1.09
O -2.1063 -2.1474 -0.4483 -0.51 -2.57 0.01
O -1.9817 0.4120 0.7270 -0.14 -0.24 1.73
H 0.2365 3.3613 -0.5466 -0.60 1.90 0.02
H 3.6940 0.8720 -0.9936 -0.18 1.24 -0.73
H 4.3014 -0.6218 -0.3583 0.97 -0.80 -0.30
H 3.5708 -0.5346 1.7628 -0.90 0.37 -0.59
H 2.3470 0.7781 1.6052 0.01 1.47 0.29
H -2.2017 -0.0230 -1.2225 -0.54 0.26 -0.63
H 2.1391 -1.6575 -0.0367 -0.35 1.12 -0.48
H -3.7274 1.4543 1.0862 0.05 -1.27 0.24
H -3.5125 -0.2174 1.8425 -0.28 -0.44 1.38
H -3.9456 -0.1378 0.1177 1.02 1.03 1.52
H 1.8865 1.9460 -0.1074 2.43 1.33 0.69
H -1.7506 2.5650 -1.2996 -1.10 -0.91 0.14
H -0.0735 -3.8459 0.3116 -0.13 1.07 -0.69
H -2.4957 -3.0981 -0.4339 1.21 2.49 -0.01

---

46
Properties=species:S:1:pos:R:3:forces:R:3 method="wB97M-V/def2-TZVPD" energy_ha=-1113.10121 homo_energy_ev=-8.58 relative_energy_kcal_mol=11.4 smiles="CC(C)C[C@H](NC(=O)[C@H](C)n1ccc2ncccc2c1=O)B(O)O"
O -2.3228 -1.8150 -1.4698 0.10 -0.03 -0.85
O -0.0712 0.9597 1.6166 0.15 -0.46 -0.01
N 0.9777 -5.0502 -0.2810 -0.68 0.48 0.59
O 0.7461 -0.2521 -1.8112 -0.09 0.08 -0.11
O 1.6231 1.5302 -3.1342 -0.34 -1.21 0.64
B 0.9341 1.0962 -2.0111 0.11 0.67 0.31
C -1.4038 -2.2206 -0.7789 -1.62 0.75 0.79
C -0.8473 0.8902 0.6870 0.32 1.21 -1.45
C 0.3482 -3.2266 1.1645 -0.08 0.57 0.04
C -0.2910 -2.0426 1.3363 0.94 -0.53 0.53
C 0.7088 -5.6649 -1.4053 0.89 -0.80 -0.20
C 0.2330 -3.9550 -0.0485 -0.80 0.70 -1.13
C -0.1837 -5.2726 -2.3939 0.10 -0.03 0.31
C -0.8899 -4.1272 -2.2087 0.32 0.01 0.22
C -0.6728 -3.4484 -1.0221 0.50 0.16 0.92
N -0.8533 1.7342 -0.4537 -0.14 -0.87 2.20
N -1.1242 -1.4968 0.4012 0.33 -0.07 -0.56
C 0.5384 4.7615 0.6684 -0.32 0.80 -0.11
C 1.9931 3.5614 2.3004 0.56 0.63 -0.12
C 0.9554 3.4211 1.1935 -0.07 -0.64 -0.18
C 1.4981 2.5971 -0.0106 -0.31 -0.01 1.02
C -2.6887 -0.3296 1.9175 -0.44 -0.17 0.25
C 0.3895 2.2555 -1.0032 1.23 -1.35 -1.84
C -1.8357 -0.2082 0.6701 -2.08 -1.35 -0.79
H 0.1570 -0.5839 -1.1050 0.62 0.66 -0.44
H 1.8802 0.7162 -3.5988 0.15 0.42 -0.21
H 1.0154 -3.6395 1.8867 0.27 0.11 0.57
H -0.0993 -1.4384 2.2121 -0.16 -0.01 0.00
H 1.3147 -6.5442 -1.5387 0.06 -0.39 -0.34
H -0.2911 -5.8371 -3.2818 -0.02 -0.59 -0.67
H -1.5522 -3.7593 -2.9556 -0.49 0.38 -0.29
H -1.5551 1.5691 -1.1687 0.09 -0.29 0.49
H 0.3512 5.4636 1.4813 -0.17 0.01 0.05
H -0.3809 4.6746 0.0846 0.09 0.16 -0.11
H 1.3191 5.2170 0.0498 -0.06 -0.04 -0.06
H 3.0094 3.5614 1.8630 -0.30 0.10 0.24
H 1.9640 2.7716 3.0462 -0.11 -0.17 -0.04
H 1.8540 4.5359 2.8127 0.15 -0.59 -0.10
H 0.0665 2.8792 1.5913 0.90 0.92 -0.26
H 1.9436 1.6629 0.3365 -0.02 0.02 0.24
H 2.3287 3.1413 -0.4895 -0.49 -0.02 -0.12
H -3.1888 0.6170 2.1382 0.10 -0.04 -0.07
H -3.4745 -1.1073 1.8190 0.56 0.41 -0.17
H -2.0696 -0.5845 2.7628 0.14 0.00 0.42
H 0.1863 3.0544 -1.7055 -0.35 0.69 0.34
H -2.5395 -0.0670 -0.1638 0.45 -0.29 0.09